54
Properties=species:S:1:pos:R:3:nbo_charge:R:1 method="wB97M-V/def2-TZVPD" spin_multiplicity=2 e_lumo_ev="-2.274 / -4.825" orbital_gap_ev="8.15 / 5.60" homo_energy_ha="-0.383 / -0.383"
Be 0.18 -1.23 -0.30 1.649
B -2.38 -1.03 -1.88 1.304
F -2.04 -2.12 -1.13 -0.559
F -1.25 -0.52 -2.40 -0.552
F -3.33 -1.37 -2.77 -0.536
F -2.83 -0.10 -0.92 -0.578
C -1.58 2.51 2.35 0.841
F -1.42 1.22 2.67 -0.270
F -2.78 2.96 2.69 -0.290
F -0.58 3.30 2.81 -0.285
S -1.37 2.57 0.37 2.019
O -0.45 3.64 0.07 -0.860
O -0.90 1.22 0.14 -0.885
N -3.06 2.82 -0.13 -0.573
S -3.04 4.47 -0.29 2.027
O -2.52 5.18 0.89 -0.831
O -2.53 4.91 -1.55 -0.822
C -4.96 4.92 -0.25 0.822
F -5.08 6.20 -0.43 -0.273
F -5.47 4.22 -1.31 -0.317
F -5.45 4.49 0.89 -0.283
C 2.00 -1.25 3.85 0.815
F 1.77 -0.34 4.89 -0.333
F 3.03 -1.96 4.16 -0.273
F 0.91 -2.01 3.71 -0.314
S 2.44 -0.20 2.16 2.080
O 1.30 0.67 1.88 -0.921
O 3.76 0.36 2.38 -0.834
N 2.24 -1.55 0.90 -1.274
S 3.55 -2.38 0.80 2.128
O 4.52 -2.27 1.90 -0.899
O 3.17 -3.75 0.44 -0.935
C 4.49 -1.67 -0.84 0.791
F 4.47 -0.38 -0.72 -0.308
F 5.74 -2.17 -0.79 -0.311
F 3.83 -2.01 -1.92 -0.304
C -1.93 -3.91 3.01 -0.734
C -1.72 -2.65 2.28 0.408
N -1.43 -1.63 1.75 -0.437
H -1.67 -3.88 4.07 0.273
H -1.36 -4.70 2.52 0.275
H -2.96 -4.19 2.79 0.268
C 0.96 -3.60 -4.76 -0.728
C 1.01 -3.24 -3.34 0.401
N 1.04 -2.89 -2.20 -0.432
H -0.05 -3.71 -5.16 0.274
H 1.37 -4.61 -4.81 0.265
H 1.50 -2.81 -5.28 0.267
C 1.82 2.89 -2.34 -0.731
C 1.72 1.45 -2.01 0.408
N 1.63 0.37 -1.76 -0.440
H 2.17 3.09 -3.35 0.262
H 2.60 3.27 -1.69 0.264
H 0.92 3.42 -2.04 0.283

34
Properties=species:S:1:pos:R:3:nbo_charge:R:1 method="wB97M-V/def2-TZVPD" e_above_lowest_kj_mol=162.4 e_lumo_ev=-0.793 orbital_gap_ev=9.34 homo_energy_ha=-0.372
C 1.95 5.46 2.31 -0.159
C 1.76 4.09 2.06 -0.219
C 2.24 3.60 0.89 -0.179
C 2.78 4.41 -0.14 0.028
C 2.81 5.81 0.07 -0.175
C 2.47 6.30 1.33 -0.227
N 3.28 3.83 -1.40 0.517
O 4.00 4.41 -2.17 -0.345
O 3.01 2.63 -1.58 -0.402
H 1.72 5.75 3.33 0.220
H 1.24 3.39 2.70 0.229
H 2.16 2.54 0.73 0.245
H 3.02 6.52 -0.72 0.242
H 2.47 7.36 1.56 0.227
C 0.69 -3.12 5.87 -0.410
Br 0.48 -1.14 6.19 0.071
Br -0.76 -4.17 6.74 0.084
Br 2.60 -3.59 6.52 0.039
H 0.67 -3.41 4.82 0.217
C -1.81 1.63 -5.59 -0.466
Br -2.17 -0.33 -5.57 0.057
Br -1.96 2.35 -3.74 0.078
Br -2.86 2.37 -7.02 0.108
H -0.77 1.78 -5.90 0.224
C -4.99 -7.88 -1.03 -0.439
Br -3.84 -9.50 -1.06 0.068
Br -5.04 -7.56 0.88 0.095
Br -6.88 -8.18 -1.72 0.049
H -4.54 -7.07 -1.62 0.226
C -0.88 -3.64 -1.42 -0.460
Br 0.51 -2.33 -1.90 0.085
Br -1.55 -3.33 0.40 0.080
Br -0.09 -5.44 -1.69 0.073
H -1.70 -3.55 -2.12 0.222

22
Properties=species:S:1:pos:R:3:nbo_charge:R:1 method="wB97M-V/def2-TZVPD" e_above_lowest_kj_mol=305.2 e_lumo_ev=-0.115 orbital_gap_ev=7.54 homo_energy_ha=-0.281
C 2.83 -0.93 0.16 -0.237
C 2.14 -1.64 1.30 -0.213
C 2.16 0.01 -0.54 -0.176
C 0.84 -1.32 1.61 -0.198
C 0.73 0.15 -0.42 -0.062
C 0.20 -0.19 0.95 -0.173
C 0.00 0.43 -1.52 -0.132
C -1.47 0.12 -1.55 -0.358
C -2.33 0.86 -2.20 0.195
C -0.44 0.72 1.70 0.274
O -3.68 0.94 -2.22 -0.677
O -1.17 0.35 2.88 -0.695
Br -0.95 2.41 0.86 0.009
H 3.93 -0.91 0.18 0.214
H 2.47 -2.59 1.59 0.210
H 2.61 0.42 -1.36 0.204
H 0.35 -1.93 2.39 0.229
H 0.64 0.70 -2.36 0.217
H -1.85 -0.72 -0.85 0.220
H -2.01 1.69 -2.83 0.174
H -4.14 0.51 -1.42 0.487
H -0.86 0.91 3.65 0.490

24
Properties=species:S:1:pos:R:3:nbo_charge:R:1 method="wB97M-V/def2-TZVPD" e_above_lowest_kj_mol=212.8 e_lumo_ev=-0.178 orbital_gap_ev=8.77 homo_energy_ha=-0.329
C -0.82 1.35 0.28 -0.213
C -1.27 -0.96 0.19 -0.184
C -3.07 0.57 -0.05 -0.262
C -0.35 0.05 0.33 -0.117
C -2.13 1.57 0.03 0.004
C -2.62 -0.71 0.01 -0.010
C 1.52 -1.70 -2.32 -0.607
C 1.85 -0.74 -1.50 0.393
C 1.92 0.97 0.79 -0.141
C 1.07 -0.24 0.57 0.345
O 1.60 1.66 2.05 -0.724
O 1.33 -1.28 1.48 -0.695
F 2.70 0.17 -1.82 -0.333
Cl -2.63 3.25 0.06 0.003
Cl -3.75 -2.05 -0.24 -0.001
H -0.06 2.04 0.53 0.249
H -1.06 -2.06 0.19 0.214
H -4.11 0.91 -0.01 0.251
H 1.77 -1.48 -3.46 0.216
H 0.92 -2.63 -2.23 0.235
H 1.91 1.64 0.03 0.208
H 3.05 0.56 0.84 0.196
H 1.72 1.03 2.78 0.479
H 0.52 -1.93 1.50 0.493

22
Properties=species:S:1:pos:R:3:nbo_charge:R:1 method="wB97M-V/def2-TZVPD" e_above_lowest_kj_mol=222.0 e_lumo_ev=0.852 orbital_gap_ev=9.93 smiles=O[C@]12O[C@H]1CCc1cccc(Cl)c12 homo_energy_ha=-0.334
C 1.28 -2.71 -0.23 -0.189
C 0.05 -2.05 -0.13 -0.255
C 2.48 -2.07 0.00 -0.223
C 0.00 -0.68 0.13 0.095
C 1.25 0.02 0.05 -0.121
C 2.45 -0.65 0.02 -0.010
C -1.21 0.12 0.39 -0.435
C -1.26 1.30 -0.57 -0.424
C -0.13 2.27 -0.15 0.035
C 1.14 1.65 0.20 0.480
O 1.01 2.41 -0.94 -0.491
O 2.09 2.27 1.04 -0.718
Cl 3.96 0.16 -0.12 0.036
H 1.45 -3.80 -0.41 0.223
H -0.89 -2.73 -0.25 0.225
H 3.38 -2.52 0.02 0.218
H -2.20 -0.57 0.32 0.212
H -1.25 0.43 1.38 0.224
H -1.17 1.05 -1.54 0.224
H -2.26 1.90 -0.64 0.217
H -0.29 3.29 0.40 0.188
H 2.10 3.23 0.98 0.489

22
Properties=species:S:1:pos:R:3:nbo_charge:R:1 method="wB97M-V/def2-TZVPD" e_above_lowest_kj_mol=0.0 e_lumo_ev=0.626 orbital_gap_ev=8.76 smiles="CC1=CO[C@@H](Cl)c2ccccc2S1" homo_energy_ha=-0.299
C 2.80 0.18 -1.57 -0.204
C 2.10 -0.92 -2.08 -0.186
C 2.14 1.09 -0.72 -0.172
C 0.78 -1.13 -1.72 -0.225
C 0.71 0.97 -0.54 -0.109
C 0.05 -0.19 -1.02 -0.135
C -1.12 0.34 1.85 0.133
C -0.12 1.89 0.28 0.100
C -1.80 -0.49 1.10 -0.246
C -2.70 -1.53 1.62 -0.625
O -0.34 1.38 1.59 -0.503
S -1.68 -0.56 -0.67 0.247
Cl 0.70 3.48 0.49 -0.048
H 3.82 0.25 -1.66 0.212
H 2.60 -1.52 -2.89 0.222
H 2.79 1.81 -0.31 0.231
H 0.28 -2.06 -1.80 0.226
H -1.33 0.16 2.94 0.190
H -1.13 2.26 -0.09 0.232
H -2.95 -1.30 2.65 0.218
H -2.07 -2.41 1.53 0.222
H -3.54 -1.69 1.00 0.222

23
Properties=species:S:1:pos:R:3:nbo_charge:R:1 method="wB97M-V/def2-TZVPD" e_above_lowest_kj_mol=0.0 e_lumo_ev="-1.407 / -1.408" orbital_gap_ev="5.15 / 5.15" homo_energy_ha="-0.241 / -0.241"
C 2.93 1.33 1.66 -0.142
C 1.65 1.02 2.18 -0.210
C 3.06 1.42 0.33 -0.219
C 0.64 0.58 1.44 -0.172
C 1.96 1.10 -0.47 -0.105
C 0.79 0.58 0.03 -0.159
C -1.88 -1.06 -1.97 0.331
C -0.15 0.04 -0.87 0.230
C -3.27 -1.08 -1.85 0.484
C -1.55 -1.45 0.48 -0.434
N -1.16 -0.81 -0.76 -0.267
O -1.24 -1.47 -2.94 -0.718
F -3.93 -0.56 -0.73 -0.362
F -4.00 -1.40 -2.91 -0.305
H 3.73 1.56 2.34 0.220
H 1.62 1.33 3.21 0.219
H 3.97 1.65 -0.01 0.219
H -0.23 0.38 1.98 0.225
H 1.90 1.36 -1.51 0.222
H 0.12 0.16 -1.91 0.240
H -0.63 -1.98 0.87 0.227
H -1.92 -0.60 1.17 0.219
H -2.39 -2.12 0.23 0.258

31
Properties=species:S:1:pos:R:3:nbo_charge:R:1 method="wB97M-V/def2-TZVPD" e_above_lowest_kj_mol=30.8 charge=-2 e_lumo_ev=2.929 orbital_gap_ev=2.67 smiles="N#Cc1cc(=O)[nH]c(=O)n1[C@@H]1O[C@H](CP(=O)([O-])[O-])[C@@H](O)[C@H]1F" homo_energy_ha=0.009
N 0.17 0.64 -4.52 -0.257
O -4.71 -1.40 -2.46 -0.603
O -2.48 0.29 0.80 -0.601
O 3.70 0.22 2.57 -1.211
O 4.16 -2.12 2.69 -1.259
O 2.62 -1.15 4.26 -1.262
F 0.53 2.87 -0.18 -0.351
C -0.59 0.41 -3.68 0.248
O 2.32 1.84 1.50 -0.797
O 0.50 -0.63 -0.19 -0.535
C -3.73 -0.83 -2.14 0.610
C -2.42 0.09 -0.41 0.792
C -2.70 -0.49 -3.09 -0.305
C -1.50 0.05 -2.65 0.142
N -3.65 -0.34 -0.87 -0.606
N -1.35 0.29 -1.27 -0.415
C 1.70 -1.40 1.77 -0.838
C 0.15 1.70 0.37 0.178
C 1.13 1.10 1.35 0.027
C -0.01 0.60 -0.73 0.215
C 1.51 -0.25 0.75 0.077
P 3.11 -1.12 2.88 2.406
H 3.00 1.20 2.03 0.506
H -2.90 -0.73 -4.14 0.244
H -4.21 -0.76 -0.13 0.439
H 0.84 -1.43 2.41 0.215
H 1.83 -2.33 1.27 0.216
H -0.77 1.91 0.84 0.172
H 0.62 0.94 2.31 0.172
H 0.69 0.90 -1.55 0.192
H 2.45 -0.09 0.22 0.189

22
Properties=species:S:1:pos:R:3:nbo_charge:R:1 method="wB97M-V/def2-TZVPD" e_above_lowest_kj_mol=125.8 e_lumo_ev=-0.224 orbital_gap_ev=9.30 smiles=Cc1cncnc1-c1ccncc1 homo_energy_ha=-0.350
C 1.54 -1.75 -0.75 -0.656
C 0.39 -1.62 0.21 -0.114
C 0.22 -2.73 1.11 0.073
C -1.44 -1.55 2.06 0.248
C -0.44 -0.43 0.41 0.241
C -0.16 0.77 -0.46 -0.051
C 0.13 0.78 -1.80 -0.247
C 0.53 1.95 -2.32 0.018
C 0.29 3.08 -0.33 0.044
C -0.30 1.95 0.20 -0.228
H 1.23 -2.40 -1.73 0.237
H 1.87 -0.68 -0.99 0.235
H 2.49 -2.19 -0.15 0.230
H 0.99 -3.56 1.23 0.212
H -2.06 -1.44 3.01 0.176
H 0.01 -0.19 -2.35 0.229
H 0.67 1.97 -3.36 0.197
H 0.33 4.11 0.18 0.204
H -0.50 1.81 1.34 0.245
N -0.86 -2.72 1.95 -0.437
N -1.24 -0.40 1.44 -0.455
N 0.73 3.10 -1.56 -0.404

What did the fourth record say?
24
Properties=species:S:1:pos:R:3:nbo_charge:R:1 method="wB97M-V/def2-TZVPD" e_above_lowest_kj_mol=212.8 e_lumo_ev=-0.178 orbital_gap_ev=8.77 homo_energy_ha=-0.329
C -0.82 1.35 0.28 -0.213
C -1.27 -0.96 0.19 -0.184
C -3.07 0.57 -0.05 -0.262
C -0.35 0.05 0.33 -0.117
C -2.13 1.57 0.03 0.004
C -2.62 -0.71 0.01 -0.010
C 1.52 -1.70 -2.32 -0.607
C 1.85 -0.74 -1.50 0.393
C 1.92 0.97 0.79 -0.141
C 1.07 -0.24 0.57 0.345
O 1.60 1.66 2.05 -0.724
O 1.33 -1.28 1.48 -0.695
F 2.70 0.17 -1.82 -0.333
Cl -2.63 3.25 0.06 0.003
Cl -3.75 -2.05 -0.24 -0.001
H -0.06 2.04 0.53 0.249
H -1.06 -2.06 0.19 0.214
H -4.11 0.91 -0.01 0.251
H 1.77 -1.48 -3.46 0.216
H 0.92 -2.63 -2.23 0.235
H 1.91 1.64 0.03 0.208
H 3.05 0.56 0.84 0.196
H 1.72 1.03 2.78 0.479
H 0.52 -1.93 1.50 0.493